1.
103
Properties=species:S:1:pos:R:3:mulliken_spin:R:1 method="wB97M-V/def2-TZVPD" molar_mass_g_mol=913.7 spin_multiplicity=2 lumo_energy_ev="0.42 / 0.06" orbital_gap_ev="6.4 / 7.2" max_force_ev_per_a=1.34
Ti -0.902 2.130 0.710 0.75
C -3.178 0.351 6.271 0.00
C -1.908 -0.161 5.607 0.00
N -2.057 -0.391 4.185 0.01
C -1.948 0.597 3.266 0.03
S -2.307 0.233 1.617 -0.03
N -1.588 1.782 3.707 0.00
N -1.397 2.663 2.673 -0.01
C -1.329 3.917 3.016 0.11
C -1.355 4.405 4.425 -0.02
C -1.293 4.836 1.892 0.07
C -1.292 6.227 2.023 0.00
C -1.421 7.003 0.894 0.03
C -1.563 6.380 -0.345 0.01
C -1.515 5.005 -0.400 0.05
N -1.357 4.243 0.691 0.00
H -3.002 0.576 7.323 0.00
H -3.979 -0.388 6.215 0.00
H -3.517 1.260 5.776 0.00
H -1.581 -1.100 6.058 0.00
H -1.103 0.562 5.732 0.00
H -2.546 -1.213 3.872 0.00
H -1.579 3.584 5.097 0.00
H -2.098 5.193 4.558 0.00
H -0.379 4.817 4.696 0.01
H -1.203 6.672 3.003 0.01
H -1.428 8.082 0.971 0.00
H -1.700 6.948 -1.253 0.00
H -1.608 4.476 -1.337 0.01
O -2.102 2.028 -0.753 -0.03
C -2.113 1.902 -2.058 -0.01
C -3.276 1.446 -2.696 0.00
C -3.347 1.368 -4.070 0.00
C -2.260 1.755 -4.858 0.00
C -1.112 2.202 -4.237 0.00
C -1.003 2.261 -2.843 0.01
C 0.235 2.733 -2.210 0.01
N 0.476 2.938 -0.922 0.00
C 1.753 3.456 -0.841 0.03
C 2.285 3.565 -2.082 -0.01
N 1.313 3.103 -2.939 0.00
H -4.113 1.168 -2.068 0.00
H -4.256 1.012 -4.537 0.00
H -2.318 1.717 -5.937 0.00
H -0.279 2.504 -4.862 0.00
H 2.192 3.705 0.106 0.00
H 3.243 3.905 -2.424 0.00
H 1.407 2.989 -3.932 0.00
O -0.019 0.189 -0.659 -0.01
P 0.496 -0.939 -1.456 0.01
C 1.835 -1.840 -0.634 0.00
P 1.485 -2.576 0.987 0.00
O 0.690 -1.743 1.917 0.00
C 0.689 -4.154 0.612 0.00
C -0.451 -4.465 1.349 0.00
C -1.111 -5.665 1.129 0.00
C -0.640 -6.558 0.179 0.00
C 0.489 -6.249 -0.567 0.00
C 1.144 -5.048 -0.354 0.00
C 3.130 -2.934 1.643 0.00
C 4.060 -3.760 1.014 0.00
C 5.312 -3.957 1.573 0.00
C 5.642 -3.323 2.765 0.00
C 4.723 -2.496 3.391 0.00
C 3.467 -2.298 2.834 0.00
C -0.742 -2.167 -1.878 0.00
C -2.012 -2.018 -1.338 0.00
C -2.986 -2.977 -1.589 0.00
C -2.688 -4.076 -2.376 0.00
C -1.417 -4.229 -2.920 0.00
C -0.445 -3.278 -2.668 0.00
C 1.271 -0.425 -3.009 0.00
C 0.631 -0.588 -4.234 0.00
C 1.234 -0.149 -5.405 0.00
C 2.479 0.459 -5.360 0.00
C 3.118 0.644 -4.140 0.00
C 2.515 0.211 -2.971 0.00
H 2.627 -1.108 -0.454 0.00
H 2.207 -2.615 -1.308 0.00
H -0.816 -3.742 2.066 0.00
H -1.998 -5.903 1.699 0.00
H -1.158 -7.492 0.008 0.00
H 0.851 -6.937 -1.320 0.00
H 2.013 -4.813 -0.955 0.00
H 3.811 -4.266 0.092 0.00
H 6.029 -4.603 1.085 0.00
H 6.620 -3.475 3.201 0.00
H 4.984 -2.001 4.316 0.00
H 2.740 -1.647 3.301 0.00
H -2.222 -1.169 -0.705 0.00
H -3.970 -2.865 -1.157 0.00
H -3.445 -4.826 -2.565 0.00
H -1.186 -5.091 -3.531 0.00
H 0.545 -3.400 -3.094 0.00
H -0.350 -1.044 -4.276 0.00
H 0.726 -0.278 -6.351 0.00
H 2.952 0.792 -6.274 0.00
H 4.083 1.130 -4.101 0.00
H 3.006 0.396 -2.025 0.00
F 2.037 1.193 1.022 0.00
C 0.971 1.667 1.748 -0.04
F 1.364 3.024 2.033 0.01
F 1.087 1.036 2.933 0.00

---

2.
110
Properties=species:S:1:pos:R:3:lowdin_charge:R:1 method="wB97M-V/def2-TZVPD" molar_mass_g_mol=1245.8 charge=-2 lumo_energy_ev=3.19 orbital_gap_ev=3.9 max_force_ev_per_a=3.40
Sr 0.319 2.449 0.017 1.17
Cl -0.769 0.423 -2.556 0.62
C 0.340 0.308 -3.894 -0.69
C -0.103 0.070 -5.159 -0.14
C 0.826 -0.176 -6.202 -0.12
C 2.163 0.017 -5.979 -0.17
C 2.629 0.402 -4.735 -0.72
Cl 4.312 0.638 -4.514 0.64
C 1.742 0.498 -3.596 -0.78
S 2.304 0.838 -2.011 0.40
H -1.195 -0.017 -5.302 0.10
H 0.495 -0.436 -7.184 0.08
H 2.871 -0.198 -6.759 0.09
Cl 2.728 3.079 3.901 0.63
C 3.521 3.825 2.568 -0.75
C 2.878 3.810 1.342 -0.20
C 3.545 4.256 0.228 -0.71
Cl 2.812 4.101 -1.374 0.57
C 4.832 4.863 0.339 -0.66
Cl 5.587 5.735 -0.996 0.58
C 5.514 4.890 1.589 -0.76
Cl 7.079 5.521 1.779 0.64
C 4.821 4.425 2.705 -0.69
Cl 5.604 4.505 4.268 0.59
C -0.748 4.624 -3.444 0.00
C -1.154 5.199 -2.148 -0.34
N -0.907 4.611 -0.988 0.07
C -1.447 5.379 0.018 -0.11
C -1.969 6.539 -0.553 -0.07
N -1.786 6.400 -1.929 0.16
C -2.474 7.849 0.000 -0.47
O -2.926 7.840 1.230 0.14
O -2.608 8.840 -0.722 0.05
C -1.536 4.850 1.428 -0.60
O -2.303 5.396 2.248 -0.01
O -0.779 3.859 1.678 -0.19
H 0.300 4.220 -3.433 0.10
H -0.912 5.339 -4.226 0.07
H -1.330 3.736 -3.685 0.08
H -2.078 7.107 -2.606 0.17
H -2.752 7.017 1.718 0.06
C 2.244 -5.397 -4.673 -0.14
C 1.402 -6.129 -3.837 -0.11
C 1.060 -5.644 -2.584 -0.06
C 1.496 -4.387 -2.192 -0.23
C 2.174 -3.575 -3.127 -0.04
C 2.579 -4.099 -4.350 -0.12
C 1.192 -3.995 -0.783 -0.15
C 0.583 -4.743 0.100 -0.03
C -0.209 -5.281 1.108 -0.30
C -1.564 -4.978 1.297 -0.11
C -2.295 -5.318 2.424 -0.14
C -1.686 -6.139 3.409 -0.18
C -0.431 -6.639 3.097 -0.18
C 0.314 -6.287 1.995 -0.09
H 2.617 -5.784 -5.611 0.08
H 1.074 -7.137 -4.094 0.09
H 0.536 -6.220 -1.802 0.11
H 2.521 -2.550 -2.789 0.12
H 3.177 -3.469 -5.023 0.10
H 1.575 -2.992 -0.497 0.08
H -1.974 -4.339 0.537 0.08
H -3.328 -5.015 2.571 0.08
H -2.124 -6.285 4.369 0.05
H -0.011 -7.383 3.766 0.08
H 1.285 -6.734 1.843 0.08
Br -0.471 -2.173 6.153 0.72
C -0.465 -1.098 4.594 -0.67
C 0.596 -1.370 3.670 -0.08
C 0.690 -0.555 2.570 -0.11
N -0.140 0.505 2.316 0.04
C -1.126 0.747 3.200 -0.14
C -1.287 -0.039 4.375 -0.11
H 1.338 -2.119 3.845 0.10
H 1.434 -0.597 1.822 0.06
H -1.727 1.651 2.944 0.11
H -2.123 0.166 5.016 0.09
C -5.302 -1.939 -0.069 -0.10
C -5.014 -0.961 1.073 -0.30
C -3.552 -0.461 1.072 -0.30
S -3.217 0.811 -0.207 0.91
O -2.207 1.774 0.351 -0.65
C -4.787 1.801 -0.257 -0.33
C -5.348 2.386 1.041 -0.27
C -6.690 3.163 0.857 -0.09
H -6.256 -2.460 0.098 0.07
H -4.501 -2.694 -0.082 0.08
H -5.341 -1.498 -1.045 0.06
H -5.217 -1.456 2.034 0.11
H -5.789 -0.200 1.055 0.07
H -2.880 -1.327 0.936 0.10
H -3.299 -0.020 2.053 0.08
H -5.566 1.232 -0.791 0.09
H -4.462 2.621 -0.942 0.10
H -4.599 2.973 1.572 0.11
H -5.647 1.578 1.754 0.09
H -6.974 3.423 -0.162 0.07
H -6.665 4.057 1.432 0.05
H -7.494 2.563 1.290 0.06
C 7.010 -3.526 2.323 -0.09
N 6.419 -2.322 1.750 -0.09
C 5.142 -2.233 1.332 -0.94
N 4.520 -3.397 1.013 0.09
S 4.374 -0.723 1.237 0.56
H 7.476 -3.298 3.297 0.08
H 7.799 -3.909 1.692 0.06
H 6.236 -4.325 2.402 0.09
H 6.872 -1.403 1.935 0.13
H 5.013 -4.176 0.589 0.10
H 3.576 -3.282 0.651 0.07

---

3.
98
Properties=species:S:1:pos:R:3:mulliken_spin:R:1 method="wB97M-V/def2-TZVPD" molar_mass_g_mol=1076.2 charge=+1 spin_multiplicity=2 lumo_energy_ev="-2.15 / -4.27" orbital_gap_ev="7.7 / 5.6" max_force_ev_per_a=1.51
Hf 1.132 0.749 1.569 0.03
S 2.825 1.013 3.475 0.00
C 2.458 -0.529 4.263 0.00
C 2.507 -0.603 5.659 0.00
C 2.217 -1.775 6.338 0.00
C 1.862 -2.926 5.642 0.00
C 1.826 -2.889 4.261 0.00
C 2.133 -1.712 3.574 0.00
S 2.027 -1.818 1.788 0.00
C 3.764 -1.798 1.257 0.00
C 4.090 -0.698 0.283 0.00
C 4.902 -0.938 -0.815 0.00
C 5.358 0.142 -1.550 0.00
C 5.064 1.424 -1.110 0.00
C 4.233 1.571 -0.013 0.00
C 3.976 2.913 0.607 0.00
S 2.222 3.371 0.568 0.00
C 1.995 3.371 -1.187 0.02
C 2.338 4.530 -1.883 -0.01
C 2.258 4.564 -3.266 0.03
C 1.837 3.430 -3.950 -0.01
C 1.488 2.281 -3.259 0.03
C 1.547 2.233 -1.862 0.01
S 1.059 0.746 -1.064 0.14
N 3.676 0.526 0.603 0.00
H 2.765 0.296 6.206 0.00
H 2.258 -1.789 7.421 0.00
H 1.622 -3.842 6.169 0.00
H 1.562 -3.776 3.695 0.00
H 3.991 -2.773 0.834 0.00
H 4.355 -1.654 2.160 0.00
H 5.179 -1.953 -1.074 0.00
H 5.976 -0.010 -2.427 0.00
H 5.476 2.297 -1.602 0.00
H 4.555 3.692 0.120 0.00
H 4.232 2.880 1.666 0.00
H 2.672 5.402 -1.330 0.00
H 2.522 5.466 -3.803 0.00
H 1.777 3.442 -5.033 0.00
H 1.163 1.396 -3.795 0.00
C -4.563 -0.674 -6.823 0.00
C -3.922 -0.637 -5.458 0.02
C -3.318 0.518 -4.978 0.00
C -2.724 0.561 -3.721 -0.01
C -2.100 1.856 -3.243 0.02
C -2.727 -0.595 -2.925 -0.02
Te -1.791 -0.473 -0.994 0.75
N -0.564 -0.460 1.280 -0.01
C -0.926 -0.205 2.506 0.01
O -0.062 0.503 3.231 0.00
C -2.182 -0.591 3.207 0.00
C -2.289 -0.325 4.572 0.00
C -3.453 -0.643 5.257 0.00
C -4.521 -1.219 4.582 0.00
C -4.419 -1.488 3.222 0.01
C -3.253 -1.179 2.539 -0.03
C -0.569 -2.137 -1.486 0.14
C 0.037 -2.068 -2.743 -0.04
C 0.932 -3.041 -3.148 -0.01
C 1.234 -4.090 -2.285 0.02
C 0.605 -4.174 -1.054 -0.01
C -0.320 -3.215 -0.630 -0.09
C -1.057 -3.445 0.662 0.06
C -3.362 -1.763 -3.375 -0.06
C -3.466 -3.033 -2.554 0.05
C -3.940 -1.760 -4.640 -0.01
H -4.429 0.269 -7.351 0.00
H -5.635 -0.868 -6.744 0.00
H -4.133 -1.471 -7.433 0.00
H -3.311 1.411 -5.597 0.00
H -2.112 2.610 -4.029 0.00
H -1.064 1.718 -2.929 0.00
H -2.646 2.267 -2.388 0.00
H -1.445 0.120 5.084 0.00
H -3.526 -0.442 6.320 0.00
H -5.433 -1.460 5.114 0.00
H -5.249 -1.943 2.694 0.00
H -3.176 -1.397 1.486 0.04
H -0.207 -1.252 -3.412 0.00
H 1.392 -2.979 -4.128 0.00
H 1.948 -4.851 -2.581 0.00
H 0.814 -5.014 -0.398 0.00
H -0.463 -4.050 1.348 0.00
H -1.984 -3.991 0.462 0.00
H -1.303 -2.514 1.161 -0.04
H -3.342 -2.854 -1.490 -0.01
H -2.707 -3.761 -2.855 0.00
H -4.444 -3.495 -2.695 0.00
H -4.433 -2.663 -4.992 0.00
C -0.856 5.917 2.774 0.00
C -1.404 4.536 3.148 0.00
C -0.820 3.470 2.332 0.00
N -0.368 2.643 1.686 0.00
H -1.285 6.661 3.439 0.00
H -1.118 6.177 1.748 0.00
H 0.229 5.946 2.873 0.00
H -2.485 4.491 3.029 0.00
H -1.185 4.291 4.188 0.00

---

4.
96
Properties=species:S:1:pos:R:3:mulliken_spin:R:1 method="wB97M-V/def2-TZVPD" molar_mass_g_mol=797.7 charge=+3 spin_multiplicity=3 lumo_energy_ev="-9.87 / -9.19" orbital_gap_ev="4.8 / 5.5" max_force_ev_per_a=4.81
V 11.543 10.944 15.094 2.03
C 12.322 12.791 17.537 0.04
C 10.933 13.486 17.490 0.01
C 10.052 13.399 16.300 0.03
C 9.042 14.403 16.186 0.00
C 8.156 14.324 15.167 0.00
C 8.295 13.370 14.176 0.00
C 9.387 12.536 14.244 -0.03
N 10.221 12.539 15.351 -0.09
N 12.215 11.324 17.158 -0.04
C 13.562 10.734 17.132 0.01
C 14.284 11.316 15.964 0.05
C 15.658 11.564 15.994 0.00
C 16.318 11.999 14.843 0.01
C 15.572 12.245 13.756 0.00
C 14.162 11.904 13.727 0.02
N 13.582 11.468 14.841 -0.08
C 11.273 10.575 18.003 0.01
C 10.994 9.214 17.468 0.03
C 10.741 8.084 18.192 0.00
C 10.397 6.862 17.546 0.00
C 10.249 6.905 16.149 0.00
C 10.475 8.065 15.489 0.00
N 10.897 9.199 16.085 -0.06
H 12.661 12.894 18.568 0.00
H 13.047 13.293 16.851 -0.01
H 11.115 14.566 17.584 0.00
H 10.357 13.232 18.353 0.00
H 9.024 15.200 16.841 0.00
H 7.298 15.051 15.173 0.00
H 7.639 13.376 13.347 0.00
H 9.464 11.762 13.588 0.06
H 13.549 9.621 17.013 0.00
H 14.040 10.925 18.115 0.00
H 16.161 11.476 16.922 0.00
H 17.383 12.001 14.743 0.00
H 15.980 12.676 12.835 0.00
H 13.590 12.081 12.846 0.00
H 10.304 11.080 17.980 0.00
H 11.429 10.534 19.079 0.00
H 10.834 8.062 19.268 0.00
H 10.271 5.994 18.186 0.00
H 10.049 5.964 15.593 0.00
H 10.399 8.111 14.420 0.01
C 11.811 10.960 11.418 -0.03
C 11.356 12.440 11.490 0.03
As 11.988 13.879 10.302 0.00
C 11.528 12.973 8.536 0.00
C 10.596 11.920 8.463 0.00
C 10.337 11.252 7.256 0.00
C 11.011 11.674 6.123 0.00
C 11.932 12.693 6.151 0.00
C 12.209 13.302 7.386 0.00
C 13.886 13.329 10.314 0.00
C 14.829 14.169 10.873 0.00
C 16.157 13.875 10.743 0.00
C 16.591 12.710 10.050 0.00
C 15.636 11.839 9.611 0.00
C 14.303 12.203 9.670 0.00
P 11.178 9.876 12.800 0.07
C 11.950 8.263 12.482 0.00
C 11.254 7.109 12.092 -0.01
C 11.949 5.966 11.730 0.00
C 13.352 5.926 11.831 0.00
C 13.990 7.010 12.361 0.00
C 13.361 8.214 12.676 0.00
C 9.428 9.760 12.324 -0.07
C 9.058 9.450 10.959 0.00
C 7.810 9.184 10.533 0.00
C 6.786 9.291 11.521 0.00
C 7.103 9.352 12.858 0.00
C 8.353 9.612 13.266 0.00
H 12.923 10.847 11.500 0.00
H 11.633 10.427 10.514 0.00
H 11.539 12.760 12.551 0.03
H 10.272 12.475 11.535 0.00
H 10.077 11.574 9.340 0.00
H 9.620 10.418 7.181 0.00
H 10.791 11.210 5.127 0.00
H 12.471 13.011 5.218 0.00
H 12.897 14.099 7.327 0.00
H 14.542 15.055 11.422 0.00
H 16.929 14.598 11.030 0.00
H 17.623 12.500 9.896 0.00
H 15.970 10.937 9.174 0.00
H 13.582 11.532 9.206 0.00
H 10.171 7.127 12.076 0.00
H 11.457 5.067 11.414 0.00
H 13.732 4.924 11.690 0.00
H 15.020 7.009 12.528 0.00
H 13.971 9.013 13.019 0.00
H 10.006 9.505 10.380 0.00
H 7.532 8.836 9.556 0.00
H 5.752 9.006 11.309 0.00
H 6.302 9.532 13.572 0.00
H 8.631 9.721 14.317 0.02